No. 1
This record from the Open Molecules 2025 dataset describes a cluster of 2 separate species, C4H5N3 in total at a distorted geometry. The level of theory is ωB97M-V/def2-TZVPD.

As for the energy above the lowest of the compared OMol25 structures with the same formula, charge and spin: 485.2 kJ/mol. For the HOMO energy, the calculation gives -10.70 eV. Its calculated total energy is -8694.7839 eV. The LUMO energy is -0.3 eV. Its multiplicity is 1.

Last column: Löwdin charge in e.
Cartesian coordinates (Å):
H 1.615735 -0.144665 -0.863733  0.098
N -0.753117 -0.004077 1.576077  -0.095
N 0.268100 -2.223968 -3.108734  0.160
H 1.215369 1.018679 1.701923  0.072
C 0.221611 1.263340 1.315468  -0.077
C -0.237404 -0.730445 -1.054639  -0.213
H -1.251184 -0.700232 -0.637334  0.059
C -1.807456 -0.537481 1.449006  -0.026
C 0.011177 -1.547750 -2.208558  -0.179
H 0.407376 1.832412 0.364898  0.082
N 0.686461 -0.108530 -0.470129  0.076
H -0.376668 1.882717 1.935754  0.044

Forces on atoms 1 to 3 (eV/Å):
0.2 -0.4 -0.6
-0.3 1.5 -1.5
-0.2 0.5 0.6

=====

No. 2
This record from the Open Molecules 2025 dataset describes a cluster of 4 separate species, C18H31N3O7 in total at a distorted geometry. The level of theory is ωB97M-V/def2-TZVPD.

As for the energy above the lowest of the compared OMol25 structures with the same formula, charge and spin: 352.3 kJ/mol. For the HOMO energy, the calculation gives -8.97 eV. Its calculated total energy is -37968.9688 eV. The LUMO energy is 0.2 eV. Its multiplicity is 1.

Last column: Löwdin charge in e.
Cartesian coordinates (Å):
H -0.509040 -2.264435 4.102766  0.085
N 4.556341 -3.539717 4.712649  -0.196
C -1.725337 0.002984 -3.795646  0.006
H -2.716081 7.904025 -2.388611  0.083
H 6.248299 -4.746522 4.455934  0.090
H 5.558960 -4.750678 6.088382  0.083
C -1.497043 0.398917 -2.484869  -0.195
H -0.441364 5.180314 -1.757603  0.044
H 3.500095 2.054484 -1.723450  0.116
C -2.281332 -1.237104 -4.084456  -0.267
C 5.779082 -4.128750 5.223824  -0.056
C -1.828693 -0.456605 -1.436891  -0.031
C -3.036727 7.388909 -1.486838  -0.046
H -3.084160 -0.862447 -6.020204  0.080
O -3.282089 5.681662 0.650134  0.007
H -0.421868 1.663211 -1.168801  0.130
H -1.459407 0.678122 -4.597940  0.124
H 3.414580 -4.446069 6.149603  0.136
C -2.392922 -1.690914 -1.717783  -0.059
C -1.470552 -3.628597 1.256732  -0.351
H 1.344706 -3.077346 2.570176  0.073
O 3.353692 2.809094 -2.310724  0.039
C -1.242975 -2.400357 3.312574  -0.030
C -1.013117 6.035926 -2.103291  -0.054
C -2.547121 -1.655027 -5.502634  -0.052
H -3.141535 -2.560725 -5.539155  0.071
H -3.040934 8.087903 -0.649725  0.091
N -0.715351 -3.323189 2.320830  -0.187
O 0.132280 2.049959 -3.125180  0.053
H 5.650671 -2.580733 3.218564  0.086
C -2.611685 -2.088405 -3.031655  -0.037
H -2.665879 -2.358473 -0.909465  0.074
H -1.382327 5.832414 -3.111931  0.093
H -3.034699 -3.060761 -3.228976  0.108
H -1.631783 -1.841855 -6.061165  0.081
O 2.306052 -3.303063 4.887104  -0.005
H 0.640227 -4.433486 3.458375  0.080
H -0.360776 6.911551 -2.131909  0.093
O -2.588158 -3.186121 1.046462  -0.011
H 6.477346 -3.344881 5.522637  0.090
C 3.359035 -3.773440 5.277812  -0.338
C -0.897648 1.725264 -2.140272  -0.074
O 2.306491 2.363369 -3.145050  0.033
H -1.620181 4.712944 -0.009219  0.133
H -1.627105 2.529554 -2.136476  0.136
C 1.111473 2.781190 -2.645860  -0.592
H -0.980035 -4.335063 0.565590  0.136
C 0.611208 -3.879394 2.523468  -0.063
H 4.009649 -3.071771 2.744783  0.086
N -2.132791 6.285905 -1.212803  -0.197
H -2.167807 -2.793974 3.734714  0.094
H 0.863486 -4.549074 1.701791  0.084
H -4.053214 7.017144 -1.621121  0.091
H 4.236142 -1.678156 3.806502  0.095
C 4.620226 -2.666622 3.552459  -0.037
O 0.990361 3.706404 -1.910036  0.138
C -2.362685 5.521349 -0.130112  -0.360
H -1.465214 -1.438825 2.848278  0.090
H -1.640765 -0.170014 -0.412296  0.111

Forces on atoms 1 to 3 (eV/Å):
0.0 0.0 0.0
0.1 -0.1 0.0
0.0 0.2 0.1

=====

No. 3
This record from the Open Molecules 2025 dataset describes the ion C3H7NOS with charge -1 at a distorted geometry. The level of theory is ωB97M-V/def2-TZVPD.

As for the energy above the lowest of the compared OMol25 structures with the same formula, charge and spin: 189.7 kJ/mol. As for the expectation value of S²: 0.75. For the HOMO energy (alpha / beta), the calculation gives -2.38 / -2.28 eV. Its calculated total energy is -17594.8138 eV. The LUMO energy (alpha / beta) is 3.3 / 1.3 eV. As for the net charge: -1. Its multiplicity is 2.

Last column: Löwdin spin population.
Cartesian coordinates (Å):
C 0.062866 -1.155176 -1.562646  0.005
H -0.761214 1.461485 2.167835  0.026
N 0.152952 0.117652 -0.755794  0.035
C -0.128885 1.240332 1.342220  0.103
S 1.463678 1.344261 2.121052  0.789
H 0.059784 -0.677303 -2.667122  0.002
C -0.337932 0.035127 0.629538  0.004
H -0.352801 2.187784 0.850659  0.019
H 1.128357 0.300816 -0.820045  0.002
H 1.083302 -1.694895 -1.583736  0.005
H -1.414402 -0.318779 0.532826  0.003
O -1.003377 -1.888864 -1.401042  0.006
H 0.047671 -0.952438 1.146255  0.001

Forces on atoms 1 to 3 (eV/Å):
-0.8 0.4 -3.0
-1.0 -0.6 1.2
-0.8 -0.3 0.7

=====

No. 4
This record from the Open Molecules 2025 dataset describes a structure of composition C27H55BN6PTl at a distorted geometry. The level of theory is ωB97M-V/def2-TZVPD.

For the HOMO energy, the calculation gives -12.76 eV. Its calculated total energy is -52477.9931 eV. The LUMO energy is -4.7 eV. As for the net charge: +2. Its multiplicity is 1.

Last column: Löwdin charge in e.
Cartesian coordinates (Å):
H 3.094386 1.239571 -2.664232  0.071
C -0.485362 -4.449758 -0.696305  -0.123
C 2.128170 3.745452 -1.906343  -0.075
H 3.240612 1.179575 3.883428  0.165
H 0.382078 -2.301272 -1.887751  0.090
H 1.867730 1.122258 3.005783  0.091
H 1.694430 -1.343559 5.465935  0.130
H 0.155483 -3.625348 -3.811185  0.142
H -3.055274 -3.980274 -0.269220  0.132
H -2.149756 -0.182131 3.959836  0.124
H -1.792563 0.349663 5.581938  0.134
H -0.488501 4.283831 -0.836773  0.096
C -2.810860 -4.437808 -2.382729  -0.047
C 0.487631 1.849128 4.908302  -0.096
H 1.422901 0.436764 -4.217482  0.080
C -0.111742 1.841571 -3.547926  -0.697
C 1.844196 2.572333 0.257715  -0.116
C -0.804060 -3.383059 -3.357569  -0.044
H -4.204004 3.524771 1.119487  0.113
H 0.557704 -4.200414 -0.494149  0.112
C -0.669427 -2.522155 -2.082502  -0.176
H -1.183800 -1.571720 -2.207130  0.090
N 2.370672 0.662433 3.766449  0.180
H 2.888164 0.458113 -1.101864  0.062
H 2.230314 3.676939 -2.987695  0.069
H 2.624404 -0.317941 3.347667  0.016
H 0.222817 4.014743 -3.559167  0.063
N -1.229992 -3.213839 -0.927555  -0.176
C -2.134479 1.358754 -0.454282  -0.172
P 0.281242 1.460883 -1.758210  1.095
B 3.193357 -2.618500 -0.007428  -0.433
H 0.767574 1.487749 -5.476152  0.095
N 2.768747 -1.356080 2.374746  0.078
H 2.825772 2.943508 0.563808  0.099
C -0.541619 3.285654 -3.822673  -0.072
H 0.391624 -5.556207 -2.397819  0.142
C -1.286395 0.924553 -3.918554  -0.106
H -3.171057 -2.570936 -1.320779  0.129
H 0.146241 2.078654 5.920041  0.140
Tl 0.391838 -0.795328 0.965088  0.871
C -2.336972 4.036412 0.191883  -0.056
C -0.574228 -5.379055 -1.928114  -0.041
H -0.874421 -2.295407 3.315548  0.079
H -1.370599 1.365919 2.152563  0.053
C -1.242872 3.575527 -0.523595  -0.092
H -0.890359 -4.948283 0.183630  0.134
C -0.749679 1.456058 4.098487  -0.349
H -1.522673 -5.282261 -3.766535  0.193
H 2.268298 1.078929 5.797530  0.153
H 1.089964 3.285222 0.592079  0.069
C 1.556457 0.770803 5.032373  -0.262
H -1.603896 1.145541 -4.939594  0.095
H 3.075730 4.128442 -1.520069  0.095
N -0.476463 1.398619 2.641318  0.014
H 1.365892 4.491015 -1.683268  0.070
C 3.002516 1.427576 -1.595357  -0.094
H -4.037324 1.129848 0.519596  0.110
H -3.409556 -3.994963 -3.176668  0.138
H 3.942152 1.871983 -1.259298  0.097
H -3.229931 -5.409418 -2.127180  0.138
N -0.070421 -1.714245 3.538929  -0.026
C 2.948619 -1.904326 1.367324  -0.284
C 0.945379 -0.547861 5.496114  -0.087
H -1.448601 -2.935863 -4.113407  0.136
H 3.111134 -3.803051 0.176956  0.023
C -2.639382 -3.507965 -1.158131  -0.126
H -0.082643 2.290048 2.343601  0.072
H -2.150087 1.071704 -3.266055  0.075
H 1.679366 1.624205 0.777446  -0.001
H -0.747602 3.401579 -4.889278  0.096
N -1.438283 -4.683920 -2.946285  -0.088
H -2.059548 0.303169 -0.708059  0.065
C -1.333374 0.140265 4.612461  -0.102
H 0.696381 -2.365009 3.689216  0.073
H 4.264795 -2.266923 -0.409568  0.032
C 1.076915 1.451411 -4.429318  -0.092
H -0.809027 -1.720147 5.503213  0.145
H -0.986965 -0.123259 -3.883775  0.052
C 1.844640 2.383161 -1.262979  -0.687
C -3.246542 1.815448 0.242581  -0.088
H 2.268519 -2.216157 -0.718501  -0.019
C -3.343175 3.158568 0.576857  -0.069
H -2.415482 5.087899 0.433740  0.115
H 0.705832 -0.407243 6.552355  0.138
H -1.041933 -6.337679 -1.711310  0.139
H -1.502582 2.230429 4.282567  0.147
C -1.113220 2.223533 -0.852849  -0.386
H 1.922834 2.128659 -4.320472  0.068
H 0.925402 2.775201 4.521004  0.132
H -1.456289 3.536071 -3.286056  0.080
C -0.345891 -1.010775 4.809602  -0.353

Forces on atoms 1 to 3 (eV/Å):
0.0 0.0 0.0
0.1 0.0 0.1
0.0 0.0 0.0

=====

No. 5
This record from the Open Molecules 2025 dataset describes the molecule C3H5N3 at a distorted geometry. The level of theory is ωB97M-V/def2-TZVPD.

As for the energy above the lowest of the compared OMol25 structures with the same formula, charge and spin: 320.7 kJ/mol. For the HOMO energy (alpha / beta), the calculation gives -7.80 / -7.79 eV. Its calculated total energy is -7659.1317 eV. The LUMO energy (alpha / beta) is 0.5 / 0.5 eV. Its multiplicity is 1.

Last column: Löwdin charge in e.
Cartesian coordinates (Å):
H 1.862531 -1.574573 1.327584  0.045
H 1.462813 0.577927 -0.695947  0.068
H -2.343716 0.572950 -0.835909  0.118
H 1.281276 2.112593 0.221875  0.067
C -1.304896 0.440208 -0.560674  -0.230
H -1.653164 -1.490959 0.008865  0.146
N -0.507956 1.457626 -0.529092  -0.023
N -0.935150 -0.777382 -0.071359  0.053
C 0.239705 -0.834459 0.667865  -0.265
N 1.126011 -1.713175 0.639329  0.066
C 0.772548 1.229246 -0.172536  -0.044

Forces on atoms 1 to 3 (eV/Å):
-0.1 0.3 -0.2
-0.5 -0.1 -0.4
0.1 -0.1 -0.1

=====

No. 6
This record from the Open Molecules 2025 dataset describes the molecule C5H8N2S at a distorted geometry. The level of theory is ωB97M-V/def2-TZVPD.

As for the energy above the lowest of the compared OMol25 structures with the same formula, charge and spin: 493.7 kJ/mol. For the HOMO energy, the calculation gives -8.30 eV. Its calculated total energy is -19125.3048 eV. The LUMO energy is 0.5 eV. Its multiplicity is 1.

Last column: Löwdin charge in e.
Cartesian coordinates (Å):
H 0.911130 -1.255653 -0.150065  0.142
C -1.240338 -0.959658 -0.166627  -0.184
H -1.616068 -2.001715 -0.299352  0.119
C 0.766534 0.234490 -1.774613  -0.035
H 0.474231 0.737401 -2.746870  0.126
C 0.869056 1.009054 0.804182  -0.904
H -0.021669 0.703033 2.674936  0.183
N 0.154685 0.275088 1.655164  -0.025
H -1.909808 -0.093449 -0.677626  0.152
H -1.036821 -1.267356 1.766056  0.059
H 1.845553 -0.116704 -1.935014  0.126
N -1.270169 -0.432385 1.288112  0.039
S 2.107534 1.916363 1.414782  0.631
C 0.407276 0.755610 -0.489475  -0.367
H -0.558663 1.224827 -0.671191  0.146
C 0.117536 -0.728946 -0.692400  -0.208

Forces on atoms 1 to 3 (eV/Å):
-0.2 -0.3 -0.6
-2.0 3.0 -1.2
-0.1 0.9 0.6

=====

> Which of these has the highest calculated total energy?

C3H5N3